{"formula": "C27H37BFN2O7S", "method": "wB97M-V/def2-TZVPD", "gap_ev": 7.3, "lumo_ev": -4.11, "de_lowest_kj_mol": 0.0, "total_charge": 1, "total_energy_ha": -2209.87587, "symbols": ["C", "C", "O", "B", "O", "C", "C", "C", "O", "C", "O", "C", "C", "C", "C", "C", "C", "N", "C", "C", "C", "C", "O", "C", "C", "F", "C", "C", "C", "N", "S", "H", "H", "H", "H", "H", "H", "H", "H", "H", "H", "H", "H", "H", "H", "H", "H", "H", "H", "H", "H", "H", "H", "H", "H", "H", "H", "H", "H", "H", "H", "H", "H", "H", "C", "C", "C", "O", "C", "C", "C", "O", "H", "H", "H", "H"], "positions_angstrom": [[2.497, -3.341, 3.838], [2.263, -1.947, 3.274], [1.226, -1.966, 2.282], [0.904, -0.724, 1.774], [0.125, 0.093, 2.525], [1.484, -0.218, 0.313], [2.365, -1.388, -0.145], [3.057, -1.226, -1.492], [4.046, -0.191, -1.525], [5.183, -0.474, -0.831], [5.509, -1.582, -0.463], [6.065, 0.739, -0.595], [6.913, 1.035, -1.853], [0.431, 0.355, -0.670], [-0.967, -0.179, -0.495], [-1.878, 0.294, 0.435], [-3.110, -0.289, 0.467], [-3.551, -1.266, -0.306], [-2.673, -1.735, -1.178], [-1.416, -1.199, -1.281], [0.725, 1.858, -0.900], [1.586, 2.052, -2.203], [0.892, 1.610, -3.331], [1.823, 1.200, -4.343], [-0.430, 2.888, -1.055], [-1.472, 2.380, -1.774], [-0.912, 3.579, 0.226], [-1.469, 4.964, -0.190], [1.778, 2.131, 0.142], [2.168, 1.055, 0.711], [3.422, 1.095, 1.921], [2.940, -3.237, 4.829], [3.229, -3.884, 3.244], [1.573, -3.912, 3.891], [2.011, -1.253, 4.082], [3.226, -1.611, 2.870], [-0.286, -0.461, 3.204], [3.159, -1.499, 0.594], [1.769, -2.295, -0.198], [2.374, -1.024, -2.315], [3.503, -2.192, -1.736], [6.659, 0.547, 0.290], [5.380, 1.584, -0.480], [6.410, 0.725, -2.767], [7.891, 0.565, -1.791], [7.074, 2.110, -1.921], [0.705, -0.081, -1.638], [-1.603, 1.075, 1.121], [-3.814, 0.097, 1.202], [-2.939, -2.549, -1.839], [-0.745, -1.604, -2.034], [2.510, 1.471, -2.055], [1.921, 3.095, -2.290], [2.072, 0.149, -4.184], [1.402, 1.365, -5.330], [2.746, 1.783, -4.294], [-0.030, 3.698, -1.670], [-0.094, 3.774, 0.924], [-1.750, 3.063, 0.686], [-0.744, 5.549, -0.755], [-1.887, 5.513, 0.650], [-2.304, 4.761, -0.866], [2.234, 3.079, 0.390], [3.951, 2.320, 1.712], [-8.979, -2.887, 2.170], [-9.324, -2.505, 0.943], [-8.300, -2.114, -0.058], [-8.612, -1.763, -1.175], [-6.877, -2.167, 0.362], [-6.534, -2.549, 1.589], [-7.556, -2.940, 2.590], [-7.241, -3.289, 3.707], [-9.710, -3.175, 2.915], [-10.356, -2.460, 0.618], [-6.141, -1.879, -0.378], [-5.501, -2.594, 1.912]], "mulliken_charge": [-1.371, 0.028, -0.493, 1.690, -0.680, 0.023, -0.900, -1.390, -0.225, 0.618, -0.556, -0.066, -1.316, 0.985, -0.389, -0.038, -1.598, -0.327, -0.997, 0.029, 1.652, -1.350, -0.392, -0.687, -0.054, -0.448, -0.239, -1.540, -1.722, 0.271, -0.119, 0.378, 0.304, 0.330, 0.368, 0.061, 0.336, 0.412, 0.519, 0.306, 0.585, 0.366, 0.018, 0.347, 0.352, 0.357, 0.123, 0.837, 0.426, 0.428, 0.498, 0.412, 0.553, 0.237, 0.296, 0.344, 0.743, 0.347, 0.288, 0.387, 0.411, 0.350, 0.649, 0.213, -0.396, -0.382, 0.290, -0.534, -0.225, -0.236, 0.281, -0.540, 0.410, 0.416, 0.485, 0.450]}